Run a
{
  "formula": "C6H8S",
  "method": "the ωB97M-V functional and the def2-TZVPD basis",
  "smiles": "C=C1C[C@H]2S[C@@H]2C1",
  "homo_ev": -8.8,
  "orbital_gap_ev": 9.08,
  "species": ["C", "C", "C", "C", "C", "C", "H", "H", "H", "H", "H", "H", "H", "H", "S"],
  "positions_angstrom": [[2.89, -0.13, -0.37], [1.61, 0.05, 0.14], [0.76, 1.34, 0.06], [-0.69, 0.79, 0.35], [-0.55, -0.63, -0.11], [0.58, -1.27, 0.45], [3.78, 0.67, -0.52], [3.64, -0.95, -0.27], [0.61, 1.49, -1.01], [1.08, 2.29, 0.52], [-0.95, 1.01, 1.44], [-0.16, -0.75, -1.19], [0.67, -1.41, 1.53], [0.99, -2.13, -0.25], [-2.33, -0.07, -0.21]],
  "nbo_charge": [-0.46, 0.06, -0.49, -0.28, -0.35, -0.43, 0.21, 0.22, 0.24, 0.25, 0.21, 0.21, 0.22, 0.23, 0.16]
}


Run b
{
  "formula": "C6H8S",
  "method": "the ωB97M-V functional and the def2-TZVPD basis",
  "homo_ev": -8.6,
  "orbital_gap_ev": 9.04,
  "species": ["C", "C", "C", "C", "C", "C", "H", "H", "H", "H", "H", "H", "H", "H", "S"],
  "positions_angstrom": [[1.73, 0.78, 0.46], [0.60, -0.02, 0.00], [-0.49, 0.67, -0.81], [-1.81, 0.06, -0.33], [-1.55, -1.16, 0.34], [-0.12, -1.10, 0.66], [2.33, 0.95, -0.55], [1.23, 2.02, 0.71], [2.34, 0.34, 1.32], [-0.21, 0.41, -1.87], [-0.46, 1.77, -0.89], [-2.80, 0.17, -0.86], [-2.07, -1.82, 0.80], [0.11, -1.53, 1.72], [1.17, -1.54, -0.69]],
  "nbo_charge": [-0.58, -0.21, -0.47, -0.15, -0.19, -0.24, 0.23, 0.19, 0.24, 0.25, 0.23, 0.22, 0.20, 0.24, 0.05]
}


Run c
{
  "formula": "C6H8S",
  "method": "the ωB97M-V functional and the def2-TZVPD basis",
  "smiles": "C[C@@H]1C#CCCS1",
  "homo_ev": -8.7,
  "orbital_gap_ev": 9.35,
  "species": ["C", "C", "C", "C", "C", "C", "S", "H", "H", "H", "H", "H", "H", "H", "H"],
  "positions_angstrom": [[-1.17, -1.18, 0.50], [0.01, -1.33, 0.72], [-2.14, -0.35, -0.16], [-1.39, 0.99, -0.32], [1.21, -0.24, 0.74], [2.39, -0.43, -0.20], [0.40, 1.30, 0.21], [-2.24, -0.75, -1.11], [-3.12, -0.07, 0.28], [-1.38, 1.28, -1.33], [-1.91, 1.74, 0.24], [1.39, 0.05, 1.73], [1.99, -0.31, -1.15], [3.11, -1.18, -0.10], [2.86, 0.48, -0.06]],
  "nbo_charge": [0.01, -0.05, -0.49, -0.46, -0.32, -0.62, 0.14, 0.23, 0.24, 0.21, 0.22, 0.23, 0.22, 0.22, 0.21]
}


Short version: run a is the least stable of them.


Run a
{
  "formula": "C3H6N2S",
  "method": "the ωB97M-V functional and the def2-TZVPD basis",
  "smiles": "N[C@H]1CSC=N1",
  "homo_ev": -8.7,
  "orbital_gap_ev": 9.70,
  "species": ["C", "C", "C", "N", "N", "S", "H", "H", "H", "H", "H", "H"],
  "positions_angstrom": [[-0.45, -0.15, -0.26], [0.82, 0.48, 0.41], [1.23, -1.93, -0.41], [-1.63, 0.50, 0.39], [0.01, -1.60, -0.44], [2.29, -0.44, -0.05], [-1.72, 0.34, 1.40], [-0.55, 0.22, -1.26], [1.04, 1.48, 0.21], [0.51, 0.41, 1.54], [1.77, -2.87, -0.40], [-2.34, 0.04, -0.11]],
  "nbo_charge": [0.09, -0.56, 0.01, -0.80, -0.44, 0.13, 0.36, 0.19, 0.23, 0.20, 0.22, 0.37]
}


Run b
{
  "formula": "C3H6N2S",
  "method": "the ωB97M-V functional and the def2-TZVPD basis",
  "homo_ev": -8.2,
  "orbital_gap_ev": 8.77,
  "species": ["C", "C", "C", "H", "H", "H", "H", "H", "H", "N", "N", "S"],
  "positions_angstrom": [[0.21, 0.82, -0.11], [-1.91, -0.39, 0.19], [-3.21, -0.53, -0.21], [2.56, -1.57, -0.73], [0.73, 1.87, 0.12], [-1.71, 1.62, 0.60], [-1.11, -1.07, 1.04], [-3.91, 0.44, -0.76], [-3.99, -1.32, 0.31], [0.73, -0.34, 0.04], [-1.09, 0.82, -0.01], [2.46, -0.18, 0.00]],
  "nbo_charge": [0.25, -0.05, -0.46, 0.15, 0.18, 0.41, 0.25, 0.22, 0.24, -0.64, -0.63, 0.09]
}


Short version: run b is the least stable of them.


Run a
{
  "formula": "C3H6N2S",
  "method": "the ωB97M-V functional and the def2-TZVPD basis",
  "smiles": "N[C@H]1CNC1=S",
  "homo_ev": -8.5,
  "orbital_gap_ev": 9.25,
  "species": ["C", "C", "C", "H", "H", "H", "H", "H", "H", "N", "N", "S"],
  "positions_angstrom": [[-0.19, 0.43, 0.43], [-0.85, -0.85, -0.03], [1.15, -0.31, 0.08], [0.48, 2.01, -0.67], [-1.04, 2.24, 0.11], [-0.27, 0.60, 1.52], [-1.49, -1.45, 0.61], [-1.37, -0.68, -0.98], [0.81, -2.28, -0.60], [-0.39, 1.58, -0.32], [0.45, -1.44, -0.15], [2.71, 0.16, 0.00]],
  "nbo_charge": [-0.12, -0.22, 0.12, 0.40, 0.37, 0.20, 0.19, 0.20, 0.41, -0.85, -0.56, -0.14]
}


Run b
{
  "formula": "C3H6N2S",
  "method": "the ωB97M-V functional and the def2-TZVPD basis",
  "smiles": "S=C1CCNN1",
  "homo_ev": -8.3,
  "orbital_gap_ev": 9.04,
  "species": ["C", "C", "C", "H", "H", "H", "H", "H", "H", "N", "N", "S"],
  "positions_angstrom": [[1.18, -0.17, -0.10], [0.21, 1.00, -0.26], [-1.00, 0.38, 0.39], [0.60, 1.90, 0.28], [0.13, 1.16, -1.34], [-1.91, 0.89, 0.03], [-1.02, 0.52, 1.51], [-1.27, -1.15, -0.91], [0.75, -2.09, 0.35], [-0.93, -1.02, 0.01], [0.42, -1.25, -0.06], [2.85, -0.16, 0.11]],
  "nbo_charge": [0.14, -0.50, -0.24, 0.25, 0.23, 0.21, 0.21, 0.35, 0.41, -0.43, -0.43, -0.18]
}


Short version: run b is the least stable of them.


Run a
{
  "formula": "C3H6N2S",
  "method": "the ωB97M-V functional and the def2-TZVPD basis",
  "smiles": "NC(=S)N1CC1",
  "homo_ev": -8.3,
  "orbital_gap_ev": 9.17,
  "species": ["C", "C", "C", "H", "H", "H", "H", "H", "H", "N", "N", "S"],
  "positions_angstrom": [[-0.61, 0.04, -0.07], [1.84, -0.20, -0.23], [1.32, -1.58, -0.13], [-2.65, -0.35, -0.08], [-1.63, -1.33, -1.12], [1.89, 0.42, 0.66], [2.59, 0.17, -0.96], [1.56, -2.24, -0.99], [1.09, -1.98, 0.89], [-1.74, -0.67, -0.34], [0.49, -0.52, -0.69], [-0.59, 1.50, 0.71]],
  "nbo_charge": [0.27, -0.24, -0.25, 0.41, 0.40, 0.23, 0.21, 0.22, 0.22, -0.79, -0.46, -0.21]
}


Run b
{
  "formula": "C3H6N2S",
  "method": "the ωB97M-V functional and the def2-TZVPD basis",
  "smiles": "NC(N)=CC=S",
  "homo_ev": -7.8,
  "orbital_gap_ev": 8.32,
  "species": ["C", "C", "C", "H", "H", "H", "H", "H", "H", "N", "N", "S"],
  "positions_angstrom": [[0.24, 0.18, -0.45], [-0.25, -0.92, 0.25], [-0.91, -0.88, 1.48], [0.38, 2.24, -0.58], [-0.25, 1.55, 0.94], [1.47, 0.70, -2.04], [0.97, -0.93, -2.01], [-0.10, -1.90, -0.23], [-1.24, -1.88, 1.84], [0.20, 1.43, 0.02], [0.77, 0.02, -1.70], [-1.28, 0.40, 2.49]],
  "nbo_charge": [0.48, -0.47, -0.25, 0.40, 0.43, 0.39, 0.40, 0.21, 0.20, -0.79, -0.79, -0.22]
}


Run c
{
  "formula": "C3H6N2S",
  "method": "the ωB97M-V functional and the def2-TZVPD basis",
  "smiles": "NN1C=CCS1",
  "homo_ev": -7.5,
  "orbital_gap_ev": 8.34,
  "species": ["C", "C", "C", "N", "N", "S", "H", "H", "H", "H", "H", "H"],
  "positions_angstrom": [[1.41, 0.23, -0.15], [0.51, -0.74, -0.30], [0.82, 1.55, 0.29], [-0.83, -0.51, -0.30], [-1.67, -1.49, 0.37], [-1.06, 1.09, 0.18], [2.47, 0.24, -0.51], [0.73, -1.83, -0.62], [1.04, 2.14, 1.10], [0.92, 2.22, -0.54], [-2.00, -2.10, -0.35], [-2.34, -0.81, 0.82]],
  "nbo_charge": [-0.32, 0.01, -0.47, -0.44, -0.67, 0.28, 0.23, 0.21, 0.22, 0.20, 0.36, 0.37]
}


Run d
{
  "formula": "C3H6N2S",
  "method": "the ωB97M-V functional and the def2-TZVPD basis",
  "smiles": "[H]/N=C/NC(C)=S",
  "homo_ev": -8.0,
  "orbital_gap_ev": 8.37,
  "species": ["C", "C", "C", "H", "H", "H", "H", "H", "H", "N", "N", "S"],
  "positions_angstrom": [[1.86, -1.19, 0.08], [0.65, -0.29, -0.05], [-1.85, -0.58, -0.01], [1.71, -2.07, -0.54], [2.78, -0.72, -0.21], [1.92, -1.39, 1.17], [-0.49, -1.98, -0.10], [-2.44, -1.49, 0.09], [-3.17, 0.76, 0.17], [-0.52, -0.99, -0.12], [-2.18, 0.62, 0.06], [0.91, 1.36, -0.02]],
  "nbo_charge": [-0.67, 0.12, 0.27, 0.20, 0.25, 0.24, 0.39, 0.14, 0.35, -0.61, -0.61, -0.07]
}


Short version: run c is the least stable of them.


Run a
{
  "formula": "C3H6N2S",
  "method": "the ωB97M-V functional and the def2-TZVPD basis",
  "smiles": "S=CNN1CC1",
  "homo_ev": -8.2,
  "orbital_gap_ev": 8.43,
  "species": ["C", "C", "C", "H", "H", "H", "H", "H", "H", "N", "N", "S"],
  "positions_angstrom": [[1.81, 0.89, 0.11], [-1.71, -0.26, 0.04], [-0.37, -1.20, 0.11], [2.36, 1.84, 0.08], [0.12, 2.15, -0.37], [-2.44, 0.17, 0.92], [-2.31, -0.56, -0.86], [-0.10, -2.30, -0.46], [0.08, -1.10, 1.08], [0.43, 1.11, -0.06], [-0.39, -0.04, -0.48], [2.52, -0.72, -0.10]],
  "nbo_charge": [-0.05, -0.31, -0.19, 0.20, 0.43, 0.24, 0.20, 0.22, 0.20, -0.44, -0.30, -0.22]
}


Run b
{
  "formula": "C3H6N2S",
  "method": "the ωB97M-V functional and the def2-TZVPD basis",
  "smiles": "NC(=S)[C@H]1CN1",
  "homo_ev": -8.6,
  "orbital_gap_ev": 9.19,
  "species": ["C", "C", "C", "H", "H", "H", "H", "H", "H", "N", "N", "S"],
  "positions_angstrom": [[0.83, -0.04, -0.06], [-0.57, 0.48, 0.05], [-1.66, -0.53, -0.45], [1.72, 1.80, -0.53], [2.83, 0.35, 0.52], [-0.57, 1.52, 0.12], [-1.14, -1.33, -1.03], [-2.45, 0.02, -0.88], [-0.73, -1.12, 1.26], [1.96, 0.78, 0.11], [-1.39, -0.37, 0.84], [1.16, -1.55, 0.04]],
  "nbo_charge": [0.03, -0.18, -0.18, 0.40, 0.44, 0.20, 0.21, 0.20, 0.38, -0.84, -0.57, -0.10]
}


Short version: run a is the least stable of them.